# 1
DFT (wB97M-V/def2-TZVPD) results for 3 unconnected molecules or ions with the total composition C22H36F8N2O11PS2 in a non-equilibrium geometry.

As for the charge: +1. The calculation puts the orbital gap at 5.3422 eV. The value obtained for the strongest force on any atom is 8.641 eV Å⁻¹. The highest occupied orbital energy comes out at -11.8 eV.

Atoms and positions in Å:
1 C 2.32 0.97 -0.41
2 C 0.99 1.32 0.44
3 C -0.23 1.45 -0.59
4 O -1.34 0.54 -0.36
5 C -0.91 -0.83 -0.25
6 C -1.98 -1.87 -0.89
7 O -3.38 -1.60 -0.63
8 C -1.90 -1.90 -2.49
9 P -2.39 -0.36 -3.51
10 S -4.19 -0.73 -4.25
11 N -0.61 -2.62 -2.81
12 C -0.44 -3.48 -1.79
13 S 1.05 -4.60 -1.91
14 O 1.06 -5.12 -3.34
15 O 1.00 -5.80 -1.01
16 C 2.61 -3.59 -1.72
17 F 2.89 -3.04 -3.02
18 F 2.33 -2.50 -0.85
19 C 3.90 -4.46 -1.31
20 F 5.03 -3.79 -1.87
21 F 3.89 -5.79 -1.82
22 C 4.16 -4.57 0.27
23 F 5.28 -5.45 0.43
24 F 4.59 -3.33 0.83
25 F 3.09 -5.16 0.98
26 C -1.59 -3.40 -0.62
27 C -2.64 -4.57 -0.92
28 N -3.72 -4.71 0.10
29 C -0.79 -3.79 0.73
30 C -1.61 -3.42 2.07
31 O -2.53 -2.59 2.12
32 F -1.23 -4.15 3.23
33 H 2.11 0.55 -1.46
34 H 3.05 0.26 0.12
35 H 2.89 1.96 -0.57
36 H 1.18 2.36 0.90
37 H 0.80 0.62 1.33
38 H 0.15 1.43 -1.69
39 H -0.66 2.52 -0.46
40 H 0.13 -1.02 -0.69
41 H -0.90 -1.07 0.88
42 H -3.55 -0.63 -0.62
43 H -2.67 -2.67 -2.87
44 H -2.53 0.81 -2.71
45 H -1.52 -0.23 -4.64
46 H 0.02 -2.50 -3.63
47 H -2.04 -5.57 -0.89
48 H -3.14 -4.53 -1.95
49 H -4.47 -5.26 -0.35
50 H -4.09 -3.80 0.42
51 H 0.24 -3.29 0.69
52 H -0.63 -4.93 0.78
53 C -4.58 5.89 -3.44
54 C -4.30 6.60 -2.13
55 O -4.93 5.92 -1.04
56 C -4.30 4.83 -0.60
57 O -3.26 4.38 -1.03
58 O -5.03 4.29 0.39
59 C -4.51 3.06 0.89
60 H -5.65 5.75 -3.59
61 H -4.18 6.46 -4.28
62 H -4.12 4.90 -3.46
63 H -4.73 7.61 -2.17
64 H -3.23 6.72 -1.95
65 H -3.47 3.15 1.18
66 H -4.64 2.28 0.14
67 H -5.09 2.78 1.77
68 C 5.74 0.87 4.51
69 C 5.86 1.82 3.33
70 O 4.63 2.50 3.08
71 C 4.34 3.52 3.91
72 O 5.04 3.91 4.81
73 O 3.14 4.01 3.57
74 C 2.68 5.05 4.43
75 H 4.90 0.19 4.36
76 H 6.65 0.29 4.63
77 H 5.54 1.41 5.43
78 H 6.10 1.25 2.43
79 H 6.67 2.54 3.48
80 H 3.42 5.85 4.53
81 H 2.42 4.63 5.41
82 H 1.77 5.48 3.99



# 2
DFT (wB97M-V/def2-TZVPD) results for a molecular structure, C22H36N12S2Y.

As for the charge: +1. The calculation puts the orbital gap at 8.1411 eV. The value obtained for the strongest force on any atom is 0.366 eV Å⁻¹. The highest occupied orbital energy comes out at -10.5 eV.

Atoms and positions in Å:
1 Y 0.47 -0.34 -0.13
2 S 2.69 0.57 1.00
3 C 3.31 0.08 -0.57
4 S 2.60 -1.30 -1.39
5 C 4.26 0.84 -1.20
6 C 4.73 0.51 -2.51
7 N 5.11 0.26 -3.57
8 C 4.71 2.07 -0.62
9 N 5.01 3.09 -0.18
10 C 1.33 -2.76 1.89
11 N 0.95 -2.01 3.06
12 C 1.84 -1.92 4.21
13 C 1.00 -1.08 5.16
14 N 0.17 -0.31 4.23
15 C -0.81 0.59 4.81
16 C 0.11 -0.94 3.03
17 N -0.56 -0.66 1.93
18 C -1.63 0.34 1.86
19 C -1.15 1.74 1.48
20 N -0.56 1.76 0.13
21 C -0.13 2.91 -0.36
22 N 0.46 2.98 -1.59
23 C 0.99 1.84 -2.28
24 C 1.17 4.25 -1.72
25 C 0.37 5.13 -0.78
26 N -0.14 4.16 0.19
27 C -1.07 4.69 1.18
28 H 1.69 -3.74 2.19
29 H 2.12 -2.27 1.32
30 H 0.45 -2.93 1.27
31 H 2.77 -1.40 3.93
32 H 2.08 -2.90 4.60
33 H 1.59 -0.42 5.78
34 H 0.37 -1.71 5.79
35 H -0.40 0.96 5.75
36 H -1.76 0.08 5.03
37 H -1.00 1.46 4.18
38 H -2.22 0.39 2.77
39 H -2.32 0.01 1.08
40 H -0.41 2.08 2.22
41 H -2.03 2.39 1.55
42 H 0.26 1.02 -2.27
43 H 1.96 1.52 -1.89
44 H 1.11 2.09 -3.33
45 H 1.15 4.60 -2.75
46 H 2.21 4.14 -1.40
47 H -0.46 5.61 -1.29
48 H 0.98 5.88 -0.28
49 H -0.82 5.74 1.32
50 H -0.97 4.21 2.15
51 H -2.11 4.63 0.84
52 C -2.34 -1.85 -1.14
53 N -3.17 -2.67 -1.99
54 C -3.17 -2.11 -3.34
55 N -1.81 -2.06 -3.90
56 C -0.99 -1.24 -3.05
57 N -0.93 -1.76 -1.64
58 C -0.41 -3.18 -1.73
59 N -1.24 -4.00 -2.58
60 C -2.60 -4.02 -2.04
61 C -1.26 -3.42 -3.92
62 H -2.32 -2.26 -0.13
63 H -2.75 -0.83 -1.11
64 H -3.59 -1.11 -3.32
65 H -3.79 -2.74 -3.98
66 H -1.41 -0.23 -3.01
67 H 0.03 -1.20 -3.44
68 H -0.38 -3.59 -0.72
69 H 0.61 -3.14 -2.13
70 H -2.59 -4.45 -1.04
71 H -3.22 -4.65 -2.68
72 H -1.88 -4.05 -4.57
73 H -0.25 -3.40 -4.33



Number 1: E -3733.18297 a.u.. Number 2: E -2351.59965 a.u..